This record from the OMol25 dataset describes C4H4N2O2 as an isolated structure in a non-equilibrium geometry. The level of theory is ωB97M-V with the def2-TZVPD basis set.

Geometry as XYZ:
```
12
Properties=species:S:1:pos:R:3:forces:R:3
O 1.334 2.479 1.216 0.36 0.79 0.78
O 2.006 3.894 -0.402 -0.79 -0.98 0.26
N 0.671 0.467 2.275 -1.09 -1.52 3.73
N 0.827 1.992 -1.011 -1.15 -0.74 -1.84
C 0.317 0.950 -0.521 2.07 0.56 3.83
C 0.864 1.273 1.414 -1.21 0.32 -6.98
C -0.305 -0.348 -0.962 -2.84 2.17 -0.90
C 1.418 2.891 -0.142 0.83 0.61 0.30
H -0.808 -0.741 -0.053 -0.36 0.33 -0.82
H 0.698 0.798 3.254 0.56 -0.29 -0.51
H 0.438 -1.043 -1.097 2.17 -1.48 -0.58
H -0.964 -0.336 -1.983 1.46 0.24 2.74
```
Forces are in eV/Å.

- HOMO-LUMO gap (hartree) = 0.3325
- energy relative to the best compared isomer or geometry (same formula, charge and spin) (eV) = 3.198
- E_tot (Ha) = -414.72866
- max |F| (Eh/bohr) = 0.1379
- spin multiplicity = 1
- E_LUMO (eV) = -0.15
- highest occupied orbital energy (eV) = -9.20

This record from the OMol25 dataset describes an isolated molecule of C4H4N2O2 in a non-equilibrium geometry. The level of theory is ωB97M-V with the def2-TZVPD basis set.

Geometry as XYZ:
```
12
Properties=species:S:1:pos:R:3:forces:R:3
O -0.833 0.867 -0.112 -2.12 -0.72 1.41
O 0.358 1.127 -1.981 -0.02 -0.46 0.47
N 0.298 -0.731 0.967 -0.33 0.53 -0.74
N 1.982 -0.961 -0.805 1.61 -1.83 0.22
C 0.984 -0.485 -0.230 -0.61 -0.27 0.07
C -1.973 -0.130 1.846 1.04 0.61 0.26
C -0.945 -0.059 0.981 0.59 1.12 -0.66
C 0.176 0.566 -0.946 0.45 0.64 0.04
H -2.860 0.556 1.785 1.18 -0.99 -0.01
H -1.705 -0.666 2.798 -0.83 0.36 -1.17
H 0.461 -1.560 1.492 -0.01 -0.43 0.34
H 2.490 -1.786 -0.372 -0.95 1.44 -0.23
```
Forces are in eV/Å.

- HOMO-LUMO gap (hartree) = 0.3523
- energy relative to the best compared isomer or geometry (same formula, charge and spin) (eV) = 1.606
- SMILES = [H]/N=C1\NC(=C)OC1=O
- E_tot (Ha) = -414.78716
- max |F| (Eh/bohr) = 0.0515
- spin multiplicity = 1
- E_LUMO (eV) = 0.22
- highest occupied orbital energy (eV) = -9.36

Q: What is the formula in the first record?
A: C4H4N2O2

Q: Which of these has the lowest max |F|?
A: number 2

Repeat the first record exactly.
This record from the OMol25 dataset describes C4H4N2O2 as an isolated structure in a non-equilibrium geometry. The level of theory is ωB97M-V with the def2-TZVPD basis set.

Geometry as XYZ:
```
12
Properties=species:S:1:pos:R:3:forces:R:3
O 1.334 2.479 1.216 0.36 0.79 0.78
O 2.006 3.894 -0.402 -0.79 -0.98 0.26
N 0.671 0.467 2.275 -1.09 -1.52 3.73
N 0.827 1.992 -1.011 -1.15 -0.74 -1.84
C 0.317 0.950 -0.521 2.07 0.56 3.83
C 0.864 1.273 1.414 -1.21 0.32 -6.98
C -0.305 -0.348 -0.962 -2.84 2.17 -0.90
C 1.418 2.891 -0.142 0.83 0.61 0.30
H -0.808 -0.741 -0.053 -0.36 0.33 -0.82
H 0.698 0.798 3.254 0.56 -0.29 -0.51
H 0.438 -1.043 -1.097 2.17 -1.48 -0.58
H -0.964 -0.336 -1.983 1.46 0.24 2.74
```
Forces are in eV/Å.

- HOMO-LUMO gap (hartree) = 0.3325
- energy relative to the best compared isomer or geometry (same formula, charge and spin) (eV) = 3.198
- E_tot (Ha) = -414.72866
- max |F| (Eh/bohr) = 0.1379
- spin multiplicity = 1
- E_LUMO (eV) = -0.15
- highest occupied orbital energy (eV) = -9.20

Q: Look up the HOMO-LUMO gap of the first one.
A: 0.3325 hartree